# 1
{
  "formula": "C34H51F11N3O9S",
  "method": "the ωB97M-V functional and the def2-TZVPD basis",
  "energy_ha": -3663.88377,
  "total_charge": 1,
  "spin_multiplicity": 1,
  "max_force_ev_per_a": 3.87,
  "homo_lumo_gap_ev": 8.321,
  "symbols": ["C", "C", "O", "C", "C", "O", "C", "C", "C", "C", "C", "C", "N", "C", "N", "C", "C", "C", "C", "C", "F", "F", "C", "F", "F", "S", "F", "F", "F", "F", "F", "N", "C", "O", "C", "C", "C", "C", "C", "C", "C", "C", "C", "C", "H", "H", "H", "H", "H", "H", "H", "H", "H", "H", "H", "H", "H", "H", "H", "H", "H", "H", "H", "H", "H", "H", "H", "H", "H", "H", "H", "H", "H", "H", "H", "H", "H", "H", "H", "H", "H", "H", "H", "H", "H", "H", "H", "H", "H", "C", "C", "O", "C", "O", "O", "F", "H", "H", "H", "C", "C", "O", "C", "O", "O", "F", "H", "H", "H"],
  "coordinates": [[-2.65959, 4.03384, 7.69554], [-3.23346, 3.81390, 6.25624], [-2.54519, 4.57781, 5.24701], [-3.37285, 4.54146, 4.07743], [-2.56090, 4.77001, 2.74520], [-1.20297, 4.33940, 2.79982], [-1.06856, 2.93700, 2.72334], [-0.67439, 2.11606, 3.99770], [0.53901, 2.54429, 4.90534], [0.66680, 4.08558, 5.18651], [0.29378, 1.85691, 6.33277], [0.98759, 0.44991, 6.48109], [-0.12503, 0.89468, 3.27073], [0.55302, 1.45618, 2.16705], [1.75671, 1.25587, 1.73098], [2.67334, 0.29466, 2.38729], [2.47650, -1.12213, 1.68972], [3.84813, -1.88705, 1.80884], [4.28286, -2.65466, 0.50765], [4.81574, -1.66050, -0.62057], [4.84368, -0.40933, -0.04557], [6.11000, -2.07070, -0.86278], [3.89876, -1.77591, -1.87946], [2.56765, -1.87489, -1.57370], [4.21228, -2.94901, -2.49380], [4.05211, -0.39748, -3.15419], [4.68109, -1.45587, -4.24408], [5.56221, -0.02574, -2.72886], [3.37914, 0.69441, -2.16351], [2.57700, -0.79258, -3.75907], [4.12596, 0.75943, -4.28250], [-0.32479, 2.42027, 1.56495], [-1.11275, 1.84069, 0.44742], [-0.74955, 0.47698, 0.11553], [-1.96467, -0.25288, 0.12464], [-2.49584, -0.73029, 1.39524], [-3.72355, -1.47136, 1.51574], [-4.26083, -2.01131, 2.87807], [-4.47891, -1.72360, 0.30505], [-3.96101, -1.25509, -0.94479], [-2.70082, -0.53026, -1.09449], [-2.29659, -0.15050, -2.55213], [-1.56470, 1.22517, -2.70366], [-1.53873, -1.37294, -3.19002], [-3.40563, 4.55905, 8.34256], [-1.70220, 4.60087, 7.73093], [-2.46998, 3.04466, 8.19090], [-3.17697, 2.72890, 5.96035], [-4.29810, 4.15952, 6.26334], [-3.87481, 3.53932, 4.00777], [-4.11367, 5.38056, 4.18869], [-2.52302, 5.88038, 2.58692], [-3.12695, 4.36908, 1.85908], [-2.14067, 2.61405, 2.55069], [-1.59272, 1.73773, 4.50916], [1.53775, 2.17759, 4.57141], [0.77561, 4.65846, 4.23644], [-0.15921, 4.45678, 5.83177], [1.60969, 4.22972, 5.78323], [0.66560, 2.52109, 7.15556], [-0.81276, 1.78420, 6.48782], [1.86792, 0.30853, 5.80958], [1.18869, 0.23393, 7.55199], [0.23234, -0.32162, 6.15216], [0.50889, 0.30532, 3.81361], [2.04548, 1.80932, 0.92333], [2.52877, 0.25491, 3.49518], [3.71443, 0.63965, 2.19795], [1.64274, -1.63652, 2.23521], [2.14268, -0.90679, 0.65044], [3.69202, -2.69024, 2.58076], [4.67679, -1.25931, 2.22602], [5.12743, -3.32103, 0.82449], [3.48233, -3.33678, 0.14570], [-0.94238, 2.48973, -0.45007], [-2.21340, 1.83145, 0.62421], [-1.92595, -0.54914, 2.33389], [-3.89642, -3.07445, 2.93462], [-3.80054, -1.49233, 3.75145], [-5.37032, -2.05642, 2.91518], [-5.42882, -2.30028, 0.36032], [-4.55181, -1.46953, -1.85859], [-3.26311, -0.05712, -3.11945], [-0.51337, 1.10517, -2.33349], [-2.09822, 2.08701, -2.24424], [-1.45982, 1.42921, -3.80403], [-2.33431, -2.13184, -3.42659], [-1.03120, -1.15408, -4.15582], [-0.86761, -1.88910, -2.45377], [1.44538, -4.20633, -6.23662], [0.85400, -4.38081, -4.86921], [0.19631, -5.62904, -4.96437], [0.89686, -6.35097, -5.89152], [0.80038, -7.52291, -6.03559], [1.72307, -5.55402, -6.62061], [-0.06934, -3.42170, -4.60637], [0.74292, -3.76403, -6.94576], [2.35397, -3.60736, -6.22500], [1.58607, -4.41442, -4.06286], [0.28554, -1.21097, -10.99943], [1.11968, -2.44696, -10.82534], [1.06530, -2.66934, -9.42741], [-0.13098, -2.16019, -9.01522], [-0.63297, -2.40236, -7.96594], [-0.67874, -1.34905, -9.95601], [2.40656, -2.22463, -11.18111], [0.85849, -0.29401, -10.84563], [-0.19525, -1.16503, -11.97514], [0.73987, -3.32588, -11.35125]],
  "atomic_forces_ev_per_a": [[-0.1, -0.4, 0.3], [0.0, 0.3, 0.6], [-0.5, -0.7, -0.3], [0.2, 0.0, -0.5], [-0.6, 1.7, 0.5], [0.5, -0.8, -0.1], [-3.9, -0.2, -0.1], [1.7, -0.9, -0.9], [-1.2, 1.1, 2.6], [0.8, -0.3, 0.0], [0.6, 0.0, -0.1], [-1.7, -0.3, -0.4], [2.5, 0.5, -1.8], [-2.9, 0.4, 0.4], [-0.2, -0.2, 1.2], [0.4, -0.8, -1.1], [0.6, 1.1, 1.0], [-0.9, -1.4, 0.2], [0.3, 0.2, 0.7], [0.1, -1.8, 2.7], [0.0, -0.4, -1.3], [-1.3, 1.1, -0.6], [-0.3, -1.1, -0.5], [1.5, 0.5, 0.4], [-0.1, 1.0, 0.8], [-0.1, 0.4, -3.6], [-0.4, 1.3, 1.0], [-1.4, -0.2, 0.4], [0.7, -1.1, -0.3], [1.2, 0.5, 0.9], [0.0, -1.0, 1.1], [1.7, -0.9, 1.3], [-0.2, 0.6, -1.8], [-1.3, 0.9, 0.7], [-2.0, -2.1, -0.2], [-0.4, -0.3, -0.6], [-0.1, 0.6, -1.2], [1.2, -0.7, -0.8], [1.7, 0.8, 0.0], [0.6, 0.1, 1.1], [-0.7, -0.2, 1.2], [-0.3, 0.1, 0.2], [0.7, -0.8, -0.8], [-0.8, -0.4, 0.2], [0.7, -0.3, -0.6], [-0.7, -0.3, -0.3], [-0.1, 0.8, -0.5], [-0.2, 0.8, 0.3], [0.7, -0.6, -0.1], [0.1, 0.8, 0.2], [0.3, -1.0, -0.4], [0.3, -1.0, 0.1], [0.6, 0.0, 0.8], [1.0, -0.2, 0.1], [0.9, 0.9, 0.0], [-0.9, 0.2, -0.4], [-0.3, -0.2, 0.9], [0.4, -0.2, -0.9], [-0.8, -0.2, -0.6], [-0.2, -0.4, -0.9], [0.9, -0.1, 0.0], [-0.3, 0.3, 0.9], [0.2, 0.1, -0.9], [0.8, 0.5, 0.3], [-0.5, 0.2, 0.3], [0.0, -0.3, 0.3], [-0.1, 0.2, -1.0], [-0.8, -0.1, 0.1], [0.7, 0.2, -0.7], [0.4, -0.4, 0.6], [0.3, 0.7, -0.7], [-0.8, -0.4, -0.7], [-0.6, 0.7, -0.7], [0.4, 0.7, 0.2], [0.0, -0.7, 0.7], [0.9, 0.4, 0.5], [-0.3, 0.0, -0.9], [-0.4, 0.8, 0.1], [-0.6, -0.2, -0.7], [0.8, 0.3, 0.0], [0.8, 0.6, -0.2], [0.5, 0.2, 0.6], [0.8, 0.0, 0.6], [-0.9, 0.4, -0.1], [0.4, -0.7, -0.2], [-0.2, -0.1, 1.0], [0.8, 0.5, 0.2], [-0.2, 0.1, 0.8], [-0.3, 0.7, -0.8], [0.4, 0.4, -0.5], [-0.6, 0.1, -0.1], [0.7, 0.1, -0.1], [0.0, -0.7, -0.4], [-0.1, 0.2, 0.0], [-0.3, -0.1, 0.5], [0.1, 0.0, 0.2], [-0.1, 0.0, 0.3], [0.1, -0.2, 0.0], [0.0, 0.1, 0.2], [-0.3, 0.4, -0.5], [0.7, 0.1, -0.1], [-0.6, 0.0, -0.2], [-0.4, 0.1, 0.4], [0.1, 0.1, -0.1], [0.3, -0.4, 0.2], [0.0, -0.1, 0.0], [0.2, -0.2, 0.0], [-0.2, 0.0, 0.2], [0.2, 0.0, 0.0]],
  "lowdin_charge": [-0.0660, -0.2606, -0.1785, -0.1803, -0.1502, -0.0776, -0.2626, -0.1127, -0.2765, -0.0520, -0.2009, -0.0955, 0.1497, -0.2547, 0.1655, -0.1211, -0.1366, -0.1743, -0.0540, -0.3962, 0.0787, 0.1033, -0.4059, 0.0903, 0.1200, 0.8886, -0.1620, -0.1284, -0.1513, -0.1656, -0.1307, 0.0656, -0.1294, -0.0782, -0.2048, 0.0192, -0.2429, -0.0596, -0.0327, -0.0134, -0.1032, -0.3477, -0.0765, -0.0697, 0.0794, 0.0754, 0.0754, 0.1082, 0.1223, 0.1224, 0.1427, 0.1382, 0.1364, 0.1485, 0.1501, 0.1237, 0.0848, 0.0686, 0.0938, 0.1144, 0.0981, 0.0585, 0.0807, 0.0774, 0.1056, 0.1926, 0.1144, 0.1296, 0.1233, 0.1054, 0.1249, 0.1198, 0.1389, 0.1321, 0.1264, 0.1458, 0.0980, 0.0897, 0.0711, 0.0803, 0.1165, 0.1167, 0.1324, 0.0776, 0.0772, 0.0898, 0.0884, 0.0776, 0.0858, -0.0551, -0.3107, 0.1383, -0.5405, 0.1843, 0.0805, 0.0628, 0.1098, 0.1434, 0.1676, -0.0552, -0.3147, 0.1311, -0.5346, 0.1685, 0.0832, 0.0825, 0.1480, 0.1445, 0.1786]
}

---

# 2
{
  "formula": "C4H12N3P",
  "method": "the ωB97M-V functional and the def2-TZVPD basis",
  "energy_ha": -664.52472,
  "total_charge": 2,
  "de_lowest_ev": 0.841,
  "spin_multiplicity": 1,
  "max_force_ev_per_a": 3.46,
  "homo_lumo_gap_ev": 9.812,
  "symbols": ["C", "C", "C", "C", "N", "N", "N", "P", "H", "H", "H", "H", "H", "H", "H", "H", "H", "H", "H", "H"],
  "coordinates": [[1.98709, -0.67001, -0.14083], [-1.89771, -0.59700, -0.06902], [2.58223, 0.21101, -1.20904], [-3.47092, 1.20975, 0.48103], [-2.27768, 0.61086, -0.09680], [2.74067, -1.51765, 0.43367], [0.80466, -0.41074, 0.44059], [-1.34468, -2.12500, -0.04259], [2.94649, 1.18360, -0.87989], [3.48251, -0.20329, -1.71166], [1.79672, 0.42164, -1.86442], [-3.20708, 1.82237, 1.29805], [-3.86786, 1.86565, -0.25088], [-4.14360, 0.31387, 0.75414], [-1.58871, 1.13364, -0.68592], [3.62516, -1.70397, 0.01961], [2.61386, -2.01542, 1.28266], [0.36084, 0.52491, 0.50768], [-2.05933, -2.60432, -1.11324], [0.62434, -0.93418, 1.24614]],
  "atomic_forces_ev_per_a": [[0.2, 3.3, 0.9], [-1.5, -0.4, -0.4], [0.8, -0.7, 0.2], [-1.2, -2.2, 0.3], [2.6, -1.0, -1.1], [1.6, -1.6, -0.3], [0.4, 1.9, -0.9], [0.1, -0.1, 1.1], [-0.3, 0.0, 0.9], [-0.9, -0.2, 0.2], [-0.9, 0.3, -1.6], [0.3, 0.4, 1.2], [-0.8, 0.3, -0.8], [0.8, 1.9, -0.3], [-1.3, 0.5, 0.5], [0.8, -0.2, -0.4], [-0.7, -0.4, 0.8], [1.0, -0.9, -0.6], [-0.8, 0.1, -0.9], [-0.3, -0.8, 1.4]],
  "lowdin_charge": [-0.3669, -0.4275, 0.0505, 0.0258, -0.0212, 0.2687, 0.1007, 1.0549, 0.1218, 0.1270, 0.0725, 0.0944, 0.1016, 0.1553, 0.1933, 0.1499, 0.1551, 0.1466, -0.0701, 0.0676]
}

---

# 3
{
  "formula": "C33H49Br2FN7O3S",
  "method": "the ωB97M-V functional and the def2-TZVPD basis",
  "energy_ha": -7541.59444,
  "total_charge": 1,
  "spin_multiplicity": 1,
  "max_force_ev_per_a": 1.12,
  "homo_lumo_gap_ev": 5.713,
  "symbols": ["C", "C", "C", "N", "C", "Br", "C", "C", "C", "C", "C", "Br", "C", "N", "C", "C", "O", "C", "S", "O", "O", "F", "H", "H", "H", "H", "H", "H", "H", "H", "H", "H", "H", "H", "H", "H", "H", "H", "H", "H", "H", "H", "H", "H", "H", "H", "N", "C", "C", "C", "C", "H", "H", "H", "H", "H", "N", "C", "C", "C", "C", "H", "H", "H", "H", "H", "N", "C", "C", "C", "C", "H", "H", "H", "H", "H", "N", "C", "C", "C", "C", "H", "H", "H", "H", "H", "N", "C", "C", "C", "C", "H", "H", "H", "H", "H"],
  "coordinates": [[-2.81030, 2.19333, 0.85025], [-2.42997, 0.69862, 0.79170], [-1.41231, 0.44251, -0.32065], [-1.04326, -0.98327, -0.35184], [-0.60320, -1.54872, -1.60062], [-2.26127, -1.88315, -2.63973], [0.28627, -0.69531, -2.49032], [1.58176, -0.27011, -1.78125], [2.71771, -0.02442, -2.78312], [2.50473, 1.27002, -3.56237], [2.73331, 2.52006, -2.70544], [3.69969, 1.27670, -5.10073], [1.99366, -1.23120, -0.66827], [1.58180, -2.65415, -0.91635], [2.04160, -3.54334, 0.20528], [1.33858, -3.19530, 1.50495], [0.37325, -3.80014, 1.83628], [0.10566, -2.86388, -1.23874], [-0.00408, -4.14577, -2.53336], [0.33357, -3.56400, -3.77899], [-1.12667, -4.95932, -2.27935], [1.26605, -4.95514, -2.10126], [-3.86843, 2.27548, 1.07848], [-2.22752, 2.67896, 1.62827], [-2.60162, 2.65938, -0.10970], [-3.28908, 0.06483, 0.58570], [-1.95176, 0.39707, 1.72414], [-1.84445, 0.72965, -1.27511], [-0.52853, 1.05456, -0.10976], [-0.42293, -1.20589, 0.41480], [0.53501, -1.28539, -3.37327], [-0.25558, 0.17098, -2.85344], [1.37629, 0.67716, -1.28301], [2.76773, -0.84618, -3.50054], [3.66919, 0.06548, -2.25722], [1.51346, 1.31119, -4.00222], [1.95391, 3.25228, -2.91133], [2.65651, 2.27416, -1.64680], [3.68035, 3.00543, -2.91246], [3.08059, -1.25147, -0.59737], [1.62150, -0.90033, 0.29613], [2.11343, -2.94241, -1.74300], [3.11750, -3.41046, 0.31397], [1.84052, -4.58001, -0.03164], [1.73869, -2.39518, 2.13763], [-0.41114, -3.29488, -0.38076], [-3.21118, 3.61457, 4.62897], [-4.36959, 3.97021, 5.26934], [-4.39139, 5.33404, 5.36505], [-3.19958, 5.82226, 4.76203], [-2.49302, 4.73945, 4.31662], [-2.92858, 2.67499, 4.42753], [-5.07410, 3.22725, 5.60249], [-5.17190, 5.91941, 5.82002], [-2.89768, 6.85147, 4.66901], [-1.54601, 4.67233, 3.80898], [-4.04607, -5.25864, -2.88506], [-4.55519, -6.25732, -2.10133], [-5.74458, -6.65743, -2.64906], [-5.96244, -5.86836, -3.81086], [-4.89772, -5.01586, -3.92859], [-3.18421, -4.77477, -2.71945], [-4.02976, -6.59948, -1.22620], [-6.38673, -7.43058, -2.26283], [-6.80235, -5.92365, -4.48220], [-4.67402, -4.26355, -4.66593], [-5.66710, 0.11590, 3.25599], [-7.02469, 0.21541, 3.10813], [-7.47767, -0.96806, 2.59380], [-6.35033, -1.81765, 2.42372], [-5.24842, -1.12234, 2.84113], [-5.07530, 0.84085, 3.61387], [-7.54900, 1.11433, 3.38250], [-8.50329, -1.20231, 2.36555], [-6.35172, -2.82387, 2.04003], [-4.20930, -1.40191, 2.87918], [4.69747, 3.81571, 0.20073], [3.96357, 2.92491, 0.93361], [3.41113, 3.60018, 1.98926], [3.83055, 4.95449, 1.88850], [4.62247, 5.05428, 0.77696], [5.21646, 3.59308, -0.62841], [3.90435, 1.88845, 0.64546], [2.78352, 3.17365, 2.75389], [3.58287, 5.75984, 2.55836], [5.13653, 5.89772, 0.34962], [9.04931, 1.80485, -0.10080], [7.76423, 2.14764, -0.40373], [7.14327, 1.03780, -0.91395], [8.09604, -0.01827, -0.91334], [9.26106, 0.48905, -0.40468], [9.73647, 2.42562, 0.28553], [7.40564, 3.14822, -0.23749], [6.12203, 0.98919, -1.25884], [7.94734, -1.02908, -1.25349], [10.21836, 0.02756, -0.23715]],
  "atomic_forces_ev_per_a": [[0.1, -0.9, 0.1], [0.4, 0.2, -0.6], [0.0, -0.2, 0.6], [0.3, 0.2, -0.2], [-0.4, 0.4, 0.3], [0.1, -0.2, 0.0], [0.4, -0.2, -0.2], [-0.1, 0.3, -0.1], [-0.3, 0.1, -0.2], [0.2, 0.3, 0.1], [-0.5, 0.0, -0.2], [0.0, 0.0, 0.0], [0.3, 0.5, -0.1], [-0.1, -0.2, -0.1], [0.5, 0.0, 0.2], [0.4, 0.3, 0.0], [-1.0, -0.5, 0.3], [-0.3, -0.3, -0.1], [-0.6, 0.7, -0.3], [0.1, -0.3, 0.0], [0.3, -0.1, 0.0], [0.3, -0.4, 0.0], [0.0, 0.3, 0.0], [0.0, 0.3, -0.1], [-0.1, 0.2, 0.0], [-0.1, -0.1, 0.2], [-0.3, -0.2, 0.2], [0.0, 0.0, -0.1], [0.0, 0.2, -0.3], [-0.2, -0.1, 0.1], [0.0, 0.0, -0.1], [-0.1, 0.1, 0.1], [0.1, 0.0, 0.2], [0.2, -0.2, 0.1], [0.1, -0.1, 0.0], [-0.1, -0.2, 0.0], [0.0, 0.1, 0.0], [0.2, 0.1, 0.1], [0.2, -0.1, 0.1], [0.0, -0.1, 0.1], [-0.2, -0.2, 0.1], [0.0, 0.0, -0.1], [0.0, 0.1, -0.1], [-0.1, 0.0, -0.1], [0.3, 0.2, 0.0], [0.2, -0.1, 0.1], [0.0, 0.0, 0.0], [0.0, 0.0, 0.0], [0.0, 0.0, 0.0], [0.0, 0.0, 0.0], [0.0, -0.1, 0.0], [0.1, 0.0, 0.0], [0.0, 0.0, 0.0], [0.0, 0.0, 0.0], [0.0, 0.0, 0.0], [0.0, 0.0, 0.0], [-0.1, 0.1, -0.1], [0.0, 0.0, 0.0], [0.0, 0.0, 0.0], [0.0, 0.0, 0.0], [0.0, 0.0, 0.0], [-0.1, -0.1, 0.0], [0.0, 0.0, 0.0], [0.0, 0.0, 0.0], [0.0, 0.0, 0.0], [0.0, 0.0, 0.0], [0.0, 0.0, -0.1], [0.0, 0.0, 0.0], [0.0, 0.0, 0.0], [0.0, 0.0, 0.0], [0.0, 0.1, 0.0], [0.0, 0.0, 0.0], [0.0, 0.0, 0.0], [0.0, 0.0, 0.0], [0.0, 0.0, 0.0], [0.0, 0.0, 0.0], [0.0, 0.0, 0.0], [0.0, -0.1, -0.1], [0.0, 0.0, 0.0], [0.0, 0.0, 0.0], [0.0, 0.0, 0.0], [0.0, 0.0, 0.0], [0.1, 0.0, 0.0], [0.0, 0.0, 0.0], [0.0, 0.0, 0.0], [0.0, 0.0, 0.0], [0.0, -0.1, 0.0], [0.0, 0.1, 0.0], [0.0, 0.0, 0.0], [0.0, 0.0, 0.0], [0.0, 0.0, 0.0], [0.0, 0.0, 0.0], [0.0, 0.0, 0.1], [0.0, 0.0, 0.0], [0.0, 0.0, 0.0], [0.0, 0.0, 0.0]],
  "lowdin_charge": [-0.0774, -0.2331, -0.2274, -0.0451, -0.7631, 0.9004, -0.1613, -0.2674, -0.2271, -0.7447, -0.1225, 0.7339, -0.0510, -0.0328, -0.0445, -0.2279, 0.1381, -0.2284, 0.6387, -0.2145, -0.2160, -0.1270, 0.0734, 0.0600, 0.0733, 0.1048, 0.1028, 0.1106, 0.1211, 0.1036, 0.1088, 0.1185, 0.1267, 0.1071, 0.1116, 0.0802, 0.0885, 0.0513, 0.0594, 0.1460, 0.1284, 0.1795, 0.1509, 0.1361, 0.1394, 0.1396, -0.0100, -0.1449, -0.1030, -0.1044, -0.1505, 0.1265, 0.1030, 0.0944, 0.0933, 0.1000, -0.0047, -0.1409, -0.1066, -0.1065, -0.1431, 0.0567, 0.1041, 0.0917, 0.0920, 0.1028, -0.0012, -0.1358, -0.1029, -0.1072, -0.1593, 0.1246, 0.1083, 0.0939, 0.0916, 0.0965, 0.0058, -0.1695, -0.1098, -0.0989, -0.1247, 0.1196, 0.0886, 0.0873, 0.0957, 0.1119, 0.0155, -0.1455, -0.1246, -0.1130, -0.1292, 0.1510, 0.0943, 0.0667, 0.0869, 0.1119]
}